1.
The following is a DFT calculation (ωB97M-V/def2-TZVPD) of a cluster of 4 separate species, C15H33BN3O4 in total in a non-equilibrium geometry.

Charge ... +1
Energy ... -1081.1742 a.u.
HOMO level ... -11.31 eV
Gap between HOMO and LUMO ... 7.61 eV

Atoms and positions in Å:
C (-0.36, 2.44, 0.06)
N (-1.25, 1.27, -0.19)
C (-2.41, 1.63, -1.03)
B (-0.51, 0.09, -0.69)
O (0.34, 0.14, -1.85)
C (-0.67, -1.35, 0.02)
C (0.22, -1.71, 1.27)
C (-0.79, -2.22, 2.37)
N (-2.00, -2.06, 1.90)
N (-3.19, -2.38, 2.55)
C (-2.14, -1.54, 0.52)
H (-0.65, 2.86, 1.08)
H (0.73, 2.21, 0.08)
H (-0.63, 3.24, -0.68)
H (-2.13, 1.83, -2.10)
H (-2.86, 2.56, -0.59)
H (-3.21, 0.85, -1.01)
H (-0.18, -0.31, -2.54)
H (-0.32, -2.06, -0.78)
H (0.65, -0.79, 1.76)
H (1.06, -2.43, 1.09)
H (-0.53, -2.62, 3.37)
H (-3.40, -1.57, 3.15)
H (-3.94, -2.39, 1.85)
H (-2.55, -2.34, -0.15)
H (-2.82, -0.66, 0.58)
C (5.09, 0.15, -0.13)
C (4.05, -0.91, -0.34)
O (3.84, -1.76, 0.51)
C (3.26, -0.88, -1.62)
H (5.57, 0.01, 0.83)
H (5.85, 0.08, -0.92)
H (4.62, 1.14, -0.15)
H (3.94, -1.00, -2.47)
H (2.72, 0.06, -1.70)
H (2.55, -1.70, -1.63)
C (0.68, -3.95, -4.64)
C (0.27, -2.51, -4.48)
O (-0.58, -2.18, -3.67)
C (0.95, -1.49, -5.35)
H (0.10, -4.57, -3.95)
H (0.47, -4.28, -5.66)
H (1.74, -4.06, -4.42)
H (0.76, -1.72, -6.40)
H (2.02, -1.50, -5.16)
H (0.56, -0.50, -5.13)
C (-2.27, 2.88, 4.41)
C (-1.37, 4.03, 4.06)
O (-1.14, 4.32, 2.90)
C (-0.78, 4.82, 5.19)
H (-2.63, 2.40, 3.49)
H (-1.72, 2.14, 4.99)
H (-3.13, 3.24, 4.97)
H (-0.16, 4.17, 5.81)
H (-1.58, 5.26, 5.79)
H (-0.16, 5.62, 4.79)

2.
The following is a DFT calculation (ωB97M-V/def2-TZVPD) of a cluster of 4 separate species, C15H33BrFN3O5PS2 in total in a non-equilibrium geometry.

Charge ... +1
Energy ... -4943.0714 a.u.
HOMO level ... -11.89 eV
Gap between HOMO and LUMO ... 6.84 eV

Atoms and positions in Å:
C (0.72, -3.23, 3.31)
N (-0.67, -3.46, 2.96)
C (-1.20, -2.94, 1.69)
C (-0.14, -2.45, 0.75)
C (0.41, -1.20, 0.83)
C (1.41, -0.80, -0.06)
C (2.02, 0.56, 0.05)
C (3.18, 0.71, 1.04)
C (3.62, 2.17, 1.09)
Br (2.61, 0.11, 2.80)
N (1.76, -1.70, -1.02)
S (2.91, -1.38, -2.33)
O (2.39, -0.27, -3.03)
O (3.24, -2.62, -2.90)
F (4.05, -0.92, -1.42)
N (1.24, -2.90, -1.16)
C (0.33, -3.29, -0.30)
P (-0.23, -5.04, -0.64)
S (1.02, -6.09, -1.65)
H (0.93, -2.16, 3.38)
H (1.46, -3.71, 2.66)
H (0.88, -3.63, 4.32)
H (-0.92, -4.43, 3.07)
H (-1.93, -2.14, 1.87)
H (-1.75, -3.73, 1.19)
H (0.07, -0.49, 1.58)
H (2.30, 0.97, -0.91)
H (1.21, 1.20, 0.43)
H (4.04, 0.10, 0.80)
H (4.18, 2.34, 2.01)
H (2.76, 2.83, 1.09)
H (4.28, 2.38, 0.25)
H (-1.45, -4.81, -1.29)
H (-0.53, -5.48, 0.65)
C (-3.25, 1.57, -1.13)
C (-3.64, 0.76, 0.10)
O (-3.12, -0.57, 0.05)
H (-3.60, 1.08, -2.04)
H (-3.67, 2.57, -1.08)
H (-2.16, 1.66, -1.20)
H (-4.72, 0.65, 0.17)
H (-3.28, 1.26, 1.00)
H (-2.16, -0.50, -0.02)
C (-0.38, 1.79, -4.02)
C (0.14, 3.05, -3.35)
O (1.07, 2.75, -2.30)
H (-0.87, 1.13, -3.30)
H (-1.10, 2.04, -4.80)
H (0.44, 1.23, -4.48)
H (-0.67, 3.61, -2.88)
H (0.62, 3.69, -4.09)
H (1.80, 2.27, -2.72)
C (-2.35, 3.50, 1.57)
C (-1.39, 2.47, 2.13)
O (-1.13, 1.42, 1.18)
H (-3.29, 3.03, 1.28)
H (-2.56, 4.27, 2.31)
H (-1.93, 3.98, 0.69)
H (-1.81, 1.97, 3.00)
H (-0.45, 2.94, 2.42)
H (-0.75, 1.84, 0.39)

3.
The following is a DFT calculation (ωB97M-V/def2-TZVPD) of a structure of composition C15H33Cl2O2P2Rh in a non-equilibrium geometry.

Charge ... +2
Energy ... -2454.7865 a.u.
Multiplicity ... 5
Expectation value of S² ... 6.012
HOMO level (alpha / beta) ... -14.22 / -16.51 eV
Gap between HOMO and LUMO (alpha / beta) ... 8.52 / 5.19 eV

Atoms and positions in Å:
C (2.78, 3.81, -3.53)
C (2.19, 2.84, -2.56)
H (3.58, 4.35, -3.02)
H (2.02, 4.51, -3.89)
H (3.19, 3.26, -4.38)
O (2.60, 2.62, -1.43)
Cl (0.75, 2.03, -3.24)
Rh (0.92, 0.23, -0.73)
P (2.42, -1.50, -0.93)
C (3.61, -1.94, 0.39)
C (1.82, -3.14, -1.45)
H (2.78, -0.47, -3.07)
H (4.13, -1.59, -2.63)
H (4.01, 0.04, -1.88)
C (3.44, -0.82, -2.26)
H (1.00, -3.00, -2.16)
H (2.63, -3.71, -1.92)
H (4.40, -2.57, -0.04)
H (3.08, -2.50, 1.18)
H (1.44, -3.69, -0.58)
H (4.06, -1.04, 0.83)
C (1.92, 0.95, 0.63)
O (2.49, 1.19, 1.63)
Cl (-0.20, -0.89, -2.54)
C (-1.13, 2.46, -0.44)
C (-1.54, 1.70, 0.82)
C (-3.02, 1.91, 1.11)
P (-0.93, -0.06, 0.76)
C (-0.62, -0.46, 2.55)
C (-1.67, 0.05, 3.55)
C (-0.34, -1.95, 2.74)
C (-2.34, -1.15, 0.21)
C (-3.35, -1.67, 1.25)
C (-3.10, -0.59, -0.99)
H (-1.74, 2.21, -1.32)
H (-0.07, 2.28, -0.71)
H (-1.21, 3.53, -0.25)
H (-0.96, 2.12, 1.65)
H (-3.68, 1.62, 0.28)
H (-3.37, 1.40, 2.02)
H (-3.17, 2.99, 1.28)
H (0.31, 0.11, 2.74)
H (-2.63, -0.45, 3.43)
H (-1.30, -0.19, 4.55)
H (-1.80, 1.14, 3.50)
H (0.07, -2.45, 1.85)
H (0.39, -2.06, 3.55)
H (-1.24, -2.49, 3.06)
H (-1.76, -2.03, -0.14)
H (-3.94, -0.87, 1.71)
H (-4.05, -2.31, 0.69)
H (-2.89, -2.29, 2.03)
H (-2.46, -0.11, -1.73)
H (-3.59, -1.43, -1.50)
H (-3.90, 0.10, -0.69)